Entry 1:
112
Properties=species:S:1:pos:R:3:mulliken_charge:R:1 method="wB97M-V/def2-TZVPD" lumo_energy_ev=-0.83 largest_force_ev_per_a=9.678 charge=-1 multiplicity=1 orbital_gap_ev=3.34
C -5.515 -1.685 5.233 -0.767
C -4.683 -0.678 4.242 0.282
N -5.416 -0.173 3.161 -0.833
C -3.075 -0.255 4.446 -0.598
P -1.879 -1.742 4.128 1.320
C -1.409 -1.926 5.967 -0.083
C -2.665 -2.057 7.011 -0.111
O -2.907 -1.076 7.925 -0.593
C -2.358 -1.737 2.259 -1.384
C -3.535 -2.805 1.859 -0.239
C -3.005 -4.252 1.299 -0.052
C -3.761 -5.499 2.109 -0.486
C -4.737 -6.407 1.155 -0.537
N -6.146 -5.810 0.989 -0.624
C -0.395 -0.634 3.698 -0.766
C -0.297 0.807 4.444 -0.247
C 1.307 1.224 4.586 -0.393
C 1.602 2.003 6.017 -0.388
O 2.626 1.296 6.851 -0.334
C 2.197 1.274 8.274 0.528
C 1.424 0.024 9.010 -0.697
O 2.496 2.346 9.060 -0.546
P -0.558 -3.480 3.700 -0.080
N -1.393 -4.776 4.212 -0.645
H -6.610 -1.854 4.805 0.329
H -5.585 -1.333 6.350 0.281
H -5.014 -2.769 5.230 0.033
H -4.823 0.456 2.578 0.300
H -2.887 0.272 5.495 0.331
H -2.934 0.620 3.645 0.275
H -3.005 -2.608 4.379 0.001
H -0.814 -2.959 6.055 0.425
H -0.686 -1.116 6.397 -0.206
H -3.353 -3.020 6.937 0.327
H -1.436 -1.977 1.541 0.413
H -2.744 -0.667 1.896 0.217
H -4.139 -2.305 0.959 0.309
H -4.346 -2.982 2.704 -0.106
H -1.843 -4.381 1.266 0.115
H -3.375 -4.365 0.170 0.261
H -4.400 -5.139 3.022 0.112
H -2.917 -6.211 2.560 0.220
H -4.263 -6.708 0.126 0.247
H -4.915 -7.431 1.741 0.294
H -6.829 -6.593 1.157 0.253
H -6.311 -5.144 1.782 0.253
H 0.586 -1.245 3.997 0.136
H -0.268 -0.427 2.530 -0.151
H -0.760 0.873 5.515 0.116
H -0.778 1.675 3.780 0.207
H 2.029 0.299 4.555 0.263
H 1.628 1.929 3.688 0.308
H 0.639 2.096 6.697 0.319
H 1.990 3.110 5.854 0.198
H 1.247 -0.890 8.291 0.208
H 2.029 -0.388 9.951 0.317
H 0.363 0.332 9.436 0.250
H -0.135 -3.538 2.325 0.018
H 0.657 -3.379 4.503 0.207
H -0.792 -5.184 4.981 0.208
O -0.598 -0.374 -4.066 -0.750
P 0.137 -0.066 -2.738 1.006
O 1.240 -1.304 -2.907 -0.359
C 1.937 -1.496 -4.127 -0.198
C 3.265 -0.766 -4.132 -0.991
O -0.937 -0.885 -1.765 -0.291
C -2.282 -1.075 -2.180 -0.228
C -2.441 -2.408 -2.892 -1.095
O 0.959 0.278 -1.255 -0.287
C 2.258 0.825 -1.240 -0.146
C 2.342 2.161 -1.945 -0.734
H 1.344 -1.194 -4.994 0.243
H 2.121 -2.571 -4.224 0.317
H 3.117 0.314 -4.064 0.086
H 3.822 -0.975 -5.051 0.397
H 3.883 -1.072 -3.282 0.320
H -2.620 -0.239 -2.801 0.369
H -2.909 -1.070 -1.283 0.290
H -1.688 -2.555 -3.674 0.294
H -3.433 -2.489 -3.346 0.373
H -2.314 -3.235 -2.186 0.232
H 2.972 0.107 -1.642 0.132
H 2.535 0.965 -0.189 0.348
H 1.952 2.103 -2.961 -0.045
H 3.378 2.507 -1.984 0.356
H 1.745 2.911 -1.414 0.349
O 3.422 2.987 -7.984 -0.741
P 3.196 4.477 -7.630 1.014
O 4.225 4.460 -6.319 -0.369
C 5.523 3.899 -6.421 -0.216
C 6.556 4.946 -6.790 -1.107
O 1.785 4.228 -6.781 -0.337
C 0.971 3.097 -7.055 -0.664
C 1.327 1.944 -6.132 -0.405
O 2.943 6.142 -7.234 -0.329
C 3.947 7.111 -7.437 -0.025
C 4.386 7.210 -8.880 -1.128
H 5.562 3.072 -7.135 0.320
H 5.771 3.486 -5.439 0.312
H 6.354 5.361 -7.780 0.215
H 7.562 4.515 -6.801 0.403
H 6.547 5.773 -6.074 0.267
H 1.043 2.812 -8.109 0.349
H -0.070 3.388 -6.882 0.419
H 2.403 1.746 -6.107 0.199
H 0.813 1.029 -6.440 0.337
H 1.034 2.176 -5.103 0.022
H 4.787 6.924 -6.767 0.131
H 3.528 8.076 -7.129 0.339
H 4.691 6.241 -9.275 0.333
H 5.222 7.907 -8.978 0.348
H 3.561 7.567 -9.507 0.308

=====

Entry 2:
112
Properties=species:S:1:pos:R:3:mulliken_charge:R:1 method="wB97M-V/def2-TZVPD" lumo_energy_ev=-0.12 largest_force_ev_per_a=1.349 multiplicity=1 orbital_gap_ev=9.12
C 0.155 2.403 -1.649 -0.720
C 0.028 0.940 -1.209 -0.134
I -1.594 0.703 0.206 0.236
C -0.150 -0.029 -2.370 -1.516
I -1.936 0.370 -3.521 0.149
C 1.031 -0.062 -3.386 -0.348
N 1.279 -1.488 -3.767 -0.048
C 2.184 -2.036 -2.909 -0.418
O 2.226 -3.135 -2.422 -0.569
C 3.213 -0.914 -2.707 1.161
Br 4.519 -1.281 -4.120 -0.164
O 3.976 -1.001 -1.505 -0.336
C 3.252 -1.153 -0.434 0.687
N 2.591 -0.994 0.493 -0.585
C 2.409 0.381 -2.853 0.054
C 3.068 1.541 -3.612 -0.813
C 3.942 2.423 -2.727 -0.785
O 5.204 1.818 -2.453 -0.483
H -0.680 3.015 -1.325 0.297
H 0.265 2.481 -2.728 0.226
H 1.043 2.835 -1.184 0.156
H 0.884 0.622 -0.631 0.117
H -0.316 -1.027 -1.978 0.925
H 0.770 0.440 -4.309 0.950
H 0.453 -2.049 -3.940 0.406
H 2.339 0.758 -1.837 -0.347
H 3.702 1.164 -4.410 0.393
H 2.302 2.153 -4.087 0.509
H 4.063 3.404 -3.187 0.436
H 3.477 2.574 -1.754 0.269
H 5.793 2.004 -3.190 0.341
C 3.345 -5.747 -3.931 -0.924
C 2.440 -5.995 -5.122 0.296
O 3.176 -6.339 -6.295 -0.552
H 4.055 -4.950 -4.153 0.236
H 2.769 -5.463 -3.053 0.176
H 3.921 -6.646 -3.692 0.443
H 1.880 -5.093 -5.368 0.200
H 1.724 -6.790 -4.892 -0.160
H 3.671 -7.142 -6.105 0.311
C -2.662 6.203 0.777 -0.647
C -2.552 5.826 -0.687 -0.376
O -2.439 4.412 -0.860 -0.420
H -1.792 5.841 1.319 0.181
H -2.724 7.285 0.901 0.345
H -3.549 5.759 1.228 0.179
H -1.653 6.255 -1.130 0.292
H -3.417 6.195 -1.249 0.264
H -3.227 4.006 -0.486 0.231
C 2.724 6.994 1.154 -1.038
C 1.549 7.069 2.111 -0.243
O 0.546 6.102 1.808 -0.438
H 2.385 7.134 0.127 0.262
H 3.468 7.758 1.384 0.354
H 3.209 6.017 1.214 0.308
H 1.058 8.039 2.037 0.293
H 1.889 6.941 3.144 0.248
H 0.945 5.229 1.878 0.244
C -0.191 -8.341 -3.113 -0.850
C -0.723 -9.691 -2.669 -0.367
O -1.870 -10.091 -3.413 -0.518
H -0.965 -7.579 -3.020 0.282
H 0.671 -8.041 -2.515 0.314
H 0.113 -8.374 -4.162 0.247
H -1.042 -9.652 -1.629 0.290
H 0.057 -10.455 -2.753 0.282
H -1.618 -10.149 -4.339 0.296
C -0.997 -3.364 2.492 -1.117
C -2.441 -3.226 2.047 -0.157
O -3.040 -2.030 2.545 -0.222
H -0.934 -3.358 3.581 0.273
H -0.560 -4.293 2.122 0.386
H -0.398 -2.531 2.117 0.221
H -3.043 -4.048 2.433 0.297
H -2.503 -3.244 0.953 0.312
H -2.523 -1.294 2.201 -0.042
C -1.814 0.881 6.131 -1.230
C -1.860 0.286 4.736 -0.017
O -1.304 1.166 3.757 -0.377
H -2.349 1.831 6.157 0.279
H -2.265 0.206 6.859 0.352
H -0.782 1.073 6.436 0.352
H -2.890 0.107 4.430 0.262
H -1.335 -0.674 4.712 0.168
H -0.385 1.325 3.994 0.225
C 7.217 -1.260 0.731 -0.781
C 6.831 -0.039 1.545 -0.204
O 7.277 1.173 0.944 -0.527
H 8.299 -1.312 0.602 0.323
H 6.879 -2.178 1.214 0.302
H 6.767 -1.211 -0.264 0.086
H 7.292 -0.076 2.531 0.314
H 5.744 -0.002 1.683 0.202
H 6.864 1.243 0.077 0.295
C -6.700 -2.883 2.760 -0.784
C -6.731 -3.471 1.364 -0.249
O -6.191 -2.566 0.405 -0.526
H -7.256 -1.945 2.791 0.264
H -7.127 -3.568 3.495 0.323
H -5.669 -2.665 3.049 0.129
H -7.753 -3.676 1.047 0.311
H -6.174 -4.414 1.337 0.234
H -5.286 -2.368 0.670 0.289
C -4.806 6.908 4.855 -0.953
C -5.876 6.590 3.827 -0.303
O -5.331 5.966 2.666 -0.494
H -4.043 7.554 4.420 0.241
H -5.235 7.408 5.725 0.356
H -4.313 5.994 5.195 0.284
H -6.355 7.503 3.478 0.279
H -6.648 5.950 4.266 0.276
H -4.915 5.145 2.947 0.265

=====

Entry 3:
102
Properties=species:S:1:pos:R:3:mulliken_charge:R:1 method="wB97M-V/def2-TZVPD" lumo_energy_ev=0.43 largest_force_ev_per_a=3.620 multiplicity=1 orbital_gap_ev=10.71
C -4.525 -4.280 -0.917 -1.139
C -3.497 -4.294 -2.041 -0.220
O -2.332 -4.985 -1.609 -0.281
C -1.208 -4.686 -2.349 -0.844
N -0.734 -3.309 -2.064 0.471
C 0.318 -2.846 -2.989 -0.963
N -0.055 -1.555 -3.551 -0.421
S -0.416 -3.131 -0.451 1.178
O -1.558 -2.555 0.175 -0.579
O 0.005 -4.355 0.143 -0.720
F 0.724 -2.091 -0.353 -0.197
H -4.592 -3.291 -0.477 0.246
H -5.496 -4.542 -1.324 0.349
H -4.238 -4.982 -0.143 0.283
H -3.269 -3.267 -2.328 0.237
H -3.886 -4.797 -2.930 0.464
H -0.448 -5.435 -2.153 0.291
H -1.454 -4.671 -3.415 0.516
H 1.290 -2.766 -2.514 0.411
H 0.415 -3.597 -3.774 0.423
H 0.736 -1.116 -3.999 0.221
H -0.795 -1.696 -4.224 0.201
C 3.054 -9.101 2.944 -1.202
C 3.687 -7.788 3.397 -0.352
C 2.889 -7.070 4.483 -0.764
C 1.478 -6.646 4.070 -0.891
C 1.411 -5.734 2.847 0.022
C 2.122 -4.399 3.044 -1.015
H 2.071 -8.942 2.498 0.284
H 3.677 -9.593 2.196 0.374
H 2.938 -9.787 3.785 0.299
H 3.824 -7.131 2.534 0.244
H 4.689 -7.995 3.784 0.375
H 3.452 -6.193 4.815 0.301
H 2.813 -7.725 5.358 0.409
H 1.008 -6.138 4.918 0.397
H 0.870 -7.536 3.882 0.332
H 0.362 -5.540 2.615 0.246
H 1.824 -6.243 1.971 0.190
H 1.699 -3.854 3.891 0.277
H 2.013 -3.774 2.156 0.145
H 3.191 -4.530 3.225 0.348
C 1.796 4.984 -0.263 -1.274
C 0.374 4.431 -0.234 -0.386
C 0.135 3.417 0.882 -0.290
C 0.993 2.154 0.793 -0.727
C 0.847 1.372 -0.513 -0.307
C -0.568 0.853 -0.755 -0.488
H 2.530 4.199 -0.449 0.286
H 1.898 5.727 -1.055 0.329
H 2.046 5.468 0.683 0.349
H 0.135 3.986 -1.204 0.047
H -0.325 5.262 -0.102 0.482
H -0.923 3.141 0.890 -0.031
H 0.325 3.898 1.847 0.469
H 0.730 1.500 1.630 0.253
H 2.045 2.414 0.936 0.397
H 1.537 0.524 -0.481 0.244
H 1.162 1.989 -1.361 0.359
H -0.894 0.208 0.062 -0.223
H -0.617 0.272 -1.676 0.191
H -1.284 1.673 -0.845 0.388
C -1.016 -0.791 2.943 -0.541
C -2.486 -0.397 3.028 -0.556
C -2.705 1.116 2.997 -0.338
C -2.072 1.885 4.157 -0.458
C -2.525 1.441 5.547 -0.593
C -4.020 1.629 5.787 -1.242
H -0.446 -0.419 3.797 0.457
H -0.916 -1.877 2.922 0.285
H -0.571 -0.395 2.030 -0.387
H -2.932 -0.829 3.928 0.424
H -3.016 -0.840 2.182 0.294
H -3.780 1.318 2.967 0.413
H -2.299 1.511 2.060 -0.103
H -2.299 2.949 4.033 0.498
H -0.982 1.804 4.098 0.199
H -1.972 2.020 6.291 0.438
H -2.256 0.394 5.714 0.229
H -4.306 2.675 5.659 0.289
H -4.290 1.331 6.801 0.394
H -4.618 1.028 5.100 0.286
C 0.708 4.701 -4.816 -1.292
C 1.576 5.857 -4.326 -0.187
C 0.813 7.172 -4.182 -0.604
C 0.222 7.719 -5.482 -0.809
C 1.236 7.959 -6.599 -0.362
C 2.298 8.996 -6.243 -1.186
H 0.308 4.889 -5.813 0.369
H 1.287 3.777 -4.864 0.369
H -0.132 4.533 -4.139 0.261
H 2.430 5.984 -4.998 0.319
H 1.994 5.592 -3.352 0.174
H 1.477 7.920 -3.739 0.345
H -0.001 7.032 -3.463 0.355
H -0.290 8.661 -5.260 0.389
H -0.552 7.038 -5.847 0.310
H 0.696 8.298 -7.487 0.370
H 1.720 7.019 -6.877 0.230
H 1.838 9.954 -5.995 0.294
H 2.977 9.158 -7.081 0.376
H 2.902 8.680 -5.391 0.279